1.
Density functional theory data (ωB97M-V with the def2-TZVPD basis set) for a cluster of 2 separate species, C3H8NO in total in a non-equilibrium geometry.

Summary:
gap between HOMO and LUMO	3.692	eV
molar mass	74.103	g/mol
E_LUMO	-9.7066	eV
energy relative to the best compared isomer or geometry (same formula, charge and spin)	6.020	eV
net charge	+1
energy	-6765.14939	eV

XYZ file:
```
13
C3H8NO (ωB97M-V with the def2-TZVPD basis set)
N 2.1921 0.0634 -0.6515
H 2.8277 0.5749 -1.1777
C -2.7330 -0.2772 0.4606
H 3.2680 0.0605 1.0253
H 1.6025 0.7830 1.2003
O -0.5483 0.3433 -0.2696
H -3.6628 -0.6530 0.0299
H -1.8858 -0.5059 -1.4582
H -2.7154 -0.0033 1.4944
C 2.2114 -0.0237 0.8339
H 1.8521 -0.9445 1.2916
C -1.7217 -0.1703 -0.4250
H 1.2153 0.3254 -0.9059
```


2.
Density functional theory data (ωB97M-V with the def2-TZVPD basis set) for a structure of composition C5H5Cl in a non-equilibrium geometry.

Summary:
gap between HOMO and LUMO	8.541	eV
molar mass	100.548	g/mol
E_LUMO	-0.5304	eV
energy relative to the best compared isomer or geometry (same formula, charge and spin)	6.358	eV
energy	-17781.20188	eV

XYZ file:
```
11
C5H5Cl (ωB97M-V with the def2-TZVPD basis set)
H -1.8051 1.6939 -0.3195
C -1.6031 0.7514 -0.0441
H 0.0935 -1.8508 -0.8595
C -0.3108 0.1764 -0.0615
H 1.4824 1.4226 -0.5820
C 0.3750 -1.2104 -0.1407
H 1.3663 1.0554 1.1555
H 0.3183 -1.6170 0.8383
C 1.1080 0.5853 0.2000
C 2.0002 -0.7882 -0.0839
Cl -3.0247 -0.2187 -0.1026
```